(1)
The following is a DFT calculation (ωB97M-V/def2-TZVPD) of a 9-piece molecular cluster, C36H52N2O14 overall.

Cartesian coordinates (Å):
O (-0.17065, 0.25705, 1.36217)
O (9.22729, -2.55512, 1.50549)
O (-3.19901, 5.91888, -2.45864)
O (-0.48322, -1.42305, 2.84501)
O (8.07922, -1.09464, 2.81762)
O (-4.96906, 7.13168, -2.92419)
O (1.12552, -0.26837, -9.11194)
O (-4.91628, -10.03665, 4.43923)
O (2.65868, 9.62603, -5.24376)
O (3.04237, -1.27188, -8.33218)
O (1.93136, 10.37193, -3.33775)
O (1.11912, -8.59758, -2.99146)
O (1.84140, -8.41020, -0.97580)
O (-5.17317, -7.86878, 5.15416)
N (-1.13749, 3.06456, 6.86782)
N (-8.00288, 1.12947, 2.34216)
C (-3.95890, 6.81412, -2.13923)
C (2.73476, 1.02800, -7.93546)
C (0.55271, 1.00918, -8.95395)
C (-1.96403, 3.69443, 7.72842)
C (-8.30061, 2.34005, 0.47619)
C (2.35776, -0.25674, -8.48255)
C (-0.02961, 4.76706, 7.98666)
C (-3.84941, 7.71112, -0.91249)
C (1.18311, -1.57978, 0.94320)
C (1.61367, -0.44387, 0.11272)
C (-1.34930, 4.76116, 8.38991)
C (-5.77658, 8.22184, -2.35505)
C (3.00712, 8.18177, -3.41409)
C (1.41141, 1.85183, -8.00231)
C (-4.86043, 8.77814, -1.19946)
C (3.35512, 8.49464, -5.87702)
C (3.50883, 7.55855, -4.70224)
C (9.54859, -2.77890, 3.82396)
C (8.83938, -2.02865, 2.70911)
C (-3.95599, -7.80743, 7.10244)
C (-4.88763, -7.00180, 6.21526)
C (-4.25029, -9.21913, 6.79171)
C (-7.19204, 1.45940, 0.43939)
C (0.04853, -0.98667, 1.77883)
C (1.09628, -10.55201, -1.79435)
C (0.47023, 0.56546, 0.18258)
C (0.07970, 3.66292, 7.05723)
C (10.48554, -3.33131, 1.64084)
C (0.71330, -10.88942, -3.27124)
C (-8.70639, 2.12865, 1.80000)
C (10.49677, -3.81889, 3.10483)
C (-7.00058, 0.73161, 1.50891)
C (2.41035, 9.41499, -3.99672)
C (1.40667, -9.09514, -1.86957)
C (0.55017, -9.53428, -3.88656)
C (-4.79067, -9.14192, 5.30343)
H (-6.35387, -0.13279, 1.54008)
H (-9.58052, 2.43345, 2.35624)
H (11.52338, -3.84721, 3.47002)
H (-8.13010, 0.56727, 3.17153)
H (-6.52325, 1.36579, -0.40344)
H (-4.25382, -7.58593, 8.12729)
H (-0.49079, -9.21441, -3.93350)
H (1.39265, -11.45651, -3.90764)
H (0.91679, 3.24944, 6.51436)
H (-4.36848, -6.13473, 5.80687)
H (10.04364, -2.14121, 4.55634)
H (2.18350, 7.58386, -3.02386)
H (0.66726, 1.63747, 0.17479)
H (8.80880, -3.27729, 4.45039)
H (3.48756, 1.37709, -8.64223)
H (-8.71188, 3.07650, -0.19826)
H (-2.92577, -7.60584, 6.80901)
H (-5.04699, -9.47920, 7.48868)
H (0.95553, -9.52042, -4.89828)
H (-1.86381, 5.32645, 9.15288)
H (-5.50562, 8.91083, -0.33101)
H (1.73629, -0.73477, -0.93057)
H (-6.12974, 8.99661, -3.03557)
H (0.44186, -10.90414, -0.99696)
H (10.03921, -4.80571, 3.17493)
H (2.04657, -11.05792, -1.62374)
H (11.38658, -2.76350, 1.40887)
H (-4.42917, 9.77190, -1.32008)
H (1.48947, 2.87012, -8.38320)
H (0.96200, 2.03094, -7.02554)
H (0.57756, 1.56903, -9.88884)
H (-0.49960, 0.89123, -8.69539)
H (3.17440, 0.90955, -6.94509)
H (-6.72314, 7.77911, -2.04505)
H (2.57169, -0.07950, 0.48361)
H (1.99746, -2.03374, 1.50788)
H (-1.34788, 2.15933, 6.47236)
H (3.66572, 8.54508, -2.62521)
H (4.36534, 8.83796, -6.09997)
H (-2.96990, 3.31150, 7.63897)
H (-5.77058, -6.69913, 6.77821)
H (4.57622, 7.33807, -4.68947)
H (-0.17470, -11.52140, -3.28347)
H (-3.46208, -9.96543, 6.89081)
H (-4.14628, 7.16972, -0.01424)
H (0.70168, 5.53927, 8.17454)
H (-2.93647, 8.27260, -0.71400)
H (2.76785, 8.23330, -6.75731)
H (0.60483, -2.25012, 0.30735)
H (-0.26465, 0.44371, -0.61317)
H (2.97955, 6.61104, -4.80308)
H (10.57500, -4.27963, 1.11096)

**Energy relative to the best compared isomer or geometry (same formula, charge and spin)**: 528.8 kJ/mol
**Kohn-Sham gap**: 8.00 eV
**SMILES string**: c1cc[nH]c1.c1cc[nH]c1.O=C1CCCO1.O=C1CCCO1.O=C1CCCO1.O=C1CCCO1.O=C1CCCO1.O=C1CCCO1.O=C1CCCO1
**Total charge**: 0
**E_HOMO**: -0.2842 Ha
**Lowest unoccupied orbital energy**: 0.271 eV

Mulliken atomic charge list, values in e, 99 entries: O -0.318; O -0.359; O -0.614; O -0.636; O -0.562; O -0.361; O -0.335; O -0.598; O -0.338; O -0.588; O -0.655; O -0.335; O -0.623; O -0.319; N -0.025; N -0.023; C 0.524; C -0.219; C -0.353; C -0.348; C -0.544; C 0.417; C -0.456; C -0.276; C -0.296; C -0.447; C -0.423; C -0.382; C -0.195; C -0.503; C -0.508; C -0.312; C -0.511; C -0.435; C 0.514; C -0.469; C -0.363; C -0.480; C -0.295; C 0.468; C -0.282; C -0.379; C -0.488; C -0.361; C -0.507; C -0.305; C -0.477; C -0.486; C 0.488; C 0.499; C -0.367; C 0.556; H 0.337; H 0.363; H 0.332; H 0.211; H 0.363; H 0.301; H 0.245; H 0.270; H 0.386; H 0.263; H 0.285; H 0.195; H 0.290; H 0.242; H 0.205; H 0.379; H 0.277; H 0.229; H 0.308; H 0.373; H 0.257; H 0.279; H 0.301; H 0.351; H 0.248; H 0.178; H 0.256; H 0.318; H 0.287; H 0.257; H 0.233; H 0.315; H 0.284; H 0.249; H 0.260; H 0.308; H 0.247; H 0.274; H 0.215; H 0.359; H 0.279; H 0.273; H 0.264; H 0.323; H 0.244; H 0.374; H 0.247


(2)
The following is a DFT calculation (ωB97M-V/def2-TZVPD) of a 12-piece molecular cluster, C36H54ClN13O2 overall.

Cartesian coordinates (Å):
Cl (-2.18824, -3.37015, 1.27332)
O (-0.58431, 0.17759, -2.46588)
O (1.42420, -0.39334, -1.57670)
N (8.28478, -3.06089, -3.07153)
N (3.26874, 0.92082, -1.98923)
N (-3.70900, -0.48366, 1.17712)
N (5.13849, 3.83373, -1.92410)
N (-1.63970, 1.79237, 6.87509)
N (-1.13569, -4.96580, -3.61309)
N (-7.29017, 0.28918, -7.13188)
N (1.99224, 5.69592, 2.75423)
N (-4.60000, 2.96907, 2.41423)
N (-1.74885, 3.34130, 11.22407)
N (-0.02016, 2.01103, 1.46523)
N (-5.81988, -3.73593, 5.72789)
N (-5.19268, -2.89375, -5.24186)
C (1.57667, 1.60803, -0.28326)
C (-5.37440, -3.55713, 4.68153)
C (-7.46734, -0.80567, -7.43984)
C (0.21214, -0.64674, -2.07701)
C (5.21950, -2.20352, -0.94297)
C (0.29829, 3.49762, 7.28296)
C (-3.49018, 1.74727, -0.16709)
C (4.33055, -1.36576, -1.89173)
C (4.01754, -0.04411, -1.17986)
C (8.12142, -4.14986, -3.40562)
C (7.39253, 3.46117, -0.65438)
C (-2.68385, 2.94321, 10.68336)
C (6.13034, 3.66952, -1.36322)
C (-7.69211, -2.20037, -7.83437)
C (2.54637, 2.26988, 0.43003)
C (-0.78646, 2.54414, 7.05313)
C (-1.19893, -3.55786, -0.21639)
C (2.23439, 2.77606, 1.66613)
C (1.36621, 6.90199, 0.52311)
C (-0.17043, -2.11198, -2.06838)
C (-3.83394, 2.82304, 3.26118)
C (1.85319, 0.97088, -1.65882)
C (-1.32004, -2.28697, -1.04802)
C (-3.86140, 2.43798, 9.97872)
C (-1.40860, -4.41207, -4.58454)
C (-1.75511, -3.67479, -5.79726)
C (-3.61246, 0.50210, 0.58900)
C (-4.49549, -0.87651, -3.73118)
C (-2.84402, 2.63636, 4.32210)
C (0.95876, 2.60241, 2.11991)
C (-4.88557, -2.00551, -4.57605)
C (1.71641, 6.23316, 1.77482)
C (7.91377, -5.53463, -3.82876)
C (-4.80814, -3.32980, 3.35086)
C (4.84381, -3.69207, -0.91492)
C (0.33088, 1.53247, 0.28425)
H (3.65762, 1.85170, -1.92446)
H (-4.76568, 2.71664, 10.51612)
H (-3.41790, -0.88855, -3.56880)
H (-2.14411, 1.85333, 4.03855)
H (1.25014, 3.04256, 7.01712)
H (-1.64779, -4.37905, -0.76880)
H (-3.89802, 2.85582, 8.97494)
H (-5.29546, -2.47831, 2.88052)
H (-1.28218, -1.44826, -0.34974)
H (-1.03986, -2.86952, -5.95904)
H (-1.73886, -4.34132, -6.65697)
H (3.53622, 2.35727, 0.00599)
H (6.91973, -5.86486, -3.53368)
H (-2.75169, -3.25078, -5.69118)
H (-3.81127, 1.35339, 9.90863)
H (2.99972, 3.27047, 2.24082)
H (-3.47072, 2.58741, 0.51630)
H (4.99071, 0.41779, -0.96242)
H (-5.00161, -0.94490, -2.76999)
H (0.67589, -2.70232, -1.71011)
H (7.60743, 4.32184, -0.02438)
H (-7.59268, -2.29640, -8.91372)
H (5.29876, -4.15672, -0.03676)
H (7.32264, 2.57110, -0.03214)
H (0.14464, 4.38618, 6.67349)
H (8.20026, 3.33232, -1.37174)
H (5.08519, -1.82620, 0.07667)
H (-4.95446, -4.21166, 2.73069)
H (-0.17834, -3.79345, 0.06602)
H (0.72672, 2.98749, 3.10769)
H (0.36095, 7.31226, 0.59346)
H (2.06879, 7.70933, 0.32735)
H (-2.57076, 1.73826, -0.75172)
H (-4.33909, 1.85497, -0.83994)
H (8.00772, -5.60749, -4.91025)
H (1.40438, 6.18775, -0.29759)
H (-2.27129, -2.26544, -1.57621)
H (3.57283, -0.25069, -0.20057)
H (-3.74436, -3.12475, 3.43338)
H (-0.44500, 1.03621, -0.28795)
H (-4.77356, 0.05674, -4.21739)
H (5.24882, -4.17845, -1.80424)
H (8.65663, -6.17788, -3.36176)
H (-0.43334, -2.41840, -3.07390)
H (-8.69231, -2.51088, -7.53974)
H (0.31855, 3.78300, 8.33341)
H (-6.96102, -2.84379, -7.34728)
H (3.39160, -1.88870, -2.07209)
H (-3.33728, 2.35289, 5.24567)
H (-2.29742, 3.56422, 4.47947)
H (4.86133, -1.17600, -2.82345)
H (6.27622, -2.08539, -1.18328)
H (1.38237, 1.54705, -2.45238)
H (3.76962, -3.85478, -0.83072)

**Kohn-Sham gap**: 9.44 eV
**SMILES string**: CCCCN[C@@H](OC(=O)CCCCl)c1cccnc1.CC#N.CC#N.CC#N.CC#N.CC#N.CC#N.CC#N.CC#N.CC#N.CC#N.CC#N
**Total charge**: 0
**E_HOMO**: -0.3371 Ha
**Lowest unoccupied orbital energy**: 0.262 eV

Mulliken atomic charge list, values in e, 99 entries: Cl -0.150; O -0.677; O -0.263; N -0.388; N -0.261; N -0.372; N -0.436; N -0.481; N -0.459; N -0.390; N -0.427; N -0.520; N -0.407; N -0.246; N -0.389; N -0.511; C 0.983; C 0.236; C 0.332; C 0.078; C -0.336; C -0.800; C -0.688; C -0.328; C -0.528; C 0.362; C -0.890; C 0.333; C 0.448; C -0.671; C 0.089; C 0.438; C -0.672; C -1.187; C -0.770; C 0.447; C 0.252; C -0.693; C 0.121; C -0.682; C 0.496; C -0.647; C 0.416; C -0.404; C -0.665; C -0.331; C 0.345; C 0.417; C -0.772; C -0.582; C -1.208; C -0.164; H 0.288; H 0.309; H 0.009; H 0.313; H 0.275; H 0.335; H 0.189; H 0.275; H 0.026; H 0.276; H 0.338; H 0.295; H 0.273; H 0.025; H 0.259; H 0.451; H 0.250; H 0.458; H 0.254; H 0.172; H 0.305; H 0.261; H 0.378; H 0.283; H 0.273; H 0.308; H 0.355; H 0.325; H 0.371; H 0.473; H 0.282; H 0.290; H 0.094; H 0.388; H 0.274; H 0.232; H 0.086; H 0.323; H 0.149; H -0.117; H 0.361; H 0.177; H 0.267; H -0.381; H 0.247; H 0.314; H 0.222


Which value of total charge does entry 2 give?
0


Which formula does entry 1 have?
C36H52N2O14


Which formula does entry 2 have?
C36H54ClN13O2